{
  "formula": "C39H64N9OS3SbSc",
  "method": "ωB97M-V/def2-TZVPD",
  "energy_ha": -4288.185190,
  "lumo_ev": 2.15,
  "max_force_ev_per_a": 0.88,
  "multiplicity": 1,
  "total_charge": -1,
  "orbital_gap_ev": 6.56,
  "species": ["H", "H", "C", "H", "H", "H", "H", "H", "C", "S", "H", "H", "C", "C", "H", "H", "H", "H", "H", "C", "C", "H", "H", "H", "H", "C", "H", "Sb", "C", "H", "H", "H", "H", "H", "N", "N", "H", "C", "H", "H", "H", "H", "H", "N", "S", "H", "C", "N", "H", "C", "H", "H", "C", "C", "H", "C", "H", "H", "H", "H", "C", "H", "H", "S", "H", "N", "H", "C", "H", "H", "C", "C", "C", "O", "C", "C", "C", "C", "N", "C", "H", "N", "C", "C", "H", "H", "C", "C", "H", "C", "C", "H", "H", "H", "H", "H", "C", "H", "H", "C", "C", "H", "C", "C", "H", "H", "H", "C", "H", "C", "Sc", "N", "C", "H", "H", "H", "C", "N"],
  "xyz": [[-3.160832, 3.105701, 4.785091], [2.836787, -3.958707, -4.497949], [2.013657, 0.122718, -4.838656], [-3.588257, 1.869136, 0.680910], [-4.926363, -4.501242, 1.079272], [-0.029101, -3.446782, -5.245722], [-0.034392, -1.683161, -5.383007], [-5.253008, -2.015773, 0.364004], [-1.141208, -4.911466, -2.279780], [-1.156000, 1.408722, -0.663093], [2.180330, 2.168816, 1.592699], [-0.562746, 5.595576, 5.603195], [0.610078, -2.557619, -5.301761], [-2.582065, 4.823474, -0.130065], [-4.746845, 2.779001, 4.073297], [-1.003062, -3.087666, -3.399162], [0.464539, 3.198111, 5.907229], [-2.367008, 0.381152, 2.372509], [2.465850, 1.498550, -2.774665], [1.166002, -1.473032, -3.154851], [2.111234, -3.680938, -3.725871], [0.720232, 1.448253, -2.508561], [4.022811, -3.439810, 2.280633], [4.079494, 1.161456, 2.499402], [-1.985611, -3.816056, 1.910205], [-0.783361, -5.559021, -1.133430], [4.721910, 1.393312, 0.862699], [-1.053808, 3.181126, 2.134201], [-0.016369, -4.901675, -0.144036], [-0.166251, -6.562794, 1.224232], [-0.103280, 5.909372, -0.682321], [-0.058184, 4.143145, -0.655840], [-3.729178, 0.467212, 3.512718], [-3.526999, 5.017197, 0.380485], [0.685157, -1.702742, -1.972729], [1.460708, -2.450408, -4.132504], [-2.601004, 3.823974, -0.559906], [-3.095626, 2.390152, 2.736153], [-0.673281, 6.544261, 2.169625], [2.646032, -3.518518, -2.791320], [-3.849195, 4.234057, 3.604251], [-1.781706, -5.389557, -3.011268], [2.622319, -0.439686, 4.085832], [3.110393, -1.560839, 2.416046], [-2.367566, -1.026012, -1.756374], [2.830838, 0.841533, -4.770526], [-3.744716, 3.179231, 3.867003], [-1.389321, 3.705050, -3.571828], [-4.947379, 1.779973, 1.814431], [-0.672011, -3.617539, -2.519741], [-3.909825, -4.680595, 2.522848], [1.209242, 0.585647, -5.420040], [1.173875, -2.887093, 0.712220], [-2.412427, -2.882184, 1.521189], [-2.498375, 5.527081, -0.967037], [-2.909421, 0.714172, -4.250309], [-2.431760, 6.300506, 2.213547], [-1.129383, -6.565977, -0.930417], [-1.349729, 5.995376, 4.073920], [1.215255, -2.635762, -6.211869], [-1.130164, 5.178109, 4.759627], [1.569624, 5.014811, 4.622925], [-4.361088, 3.351397, 1.255114], [0.695190, -0.259308, 2.491587], [-1.684036, 7.142248, 0.848101], [2.955145, 0.318769, 0.895530], [2.375484, -0.753611, -5.367064], [0.483023, -3.579796, -0.374297], [0.885813, -5.324267, 3.091956], [-4.965160, -1.174553, 1.909750], [0.188929, -2.981664, -1.644529], [1.217359, -3.549170, 1.949810], [-4.046897, 2.350041, 1.545925], [-1.670302, -1.982951, 1.131881], [2.239807, 1.565814, 0.675994], [1.067476, 4.630508, 3.726069], [-0.313136, 4.082192, 4.086736], [-4.522461, -3.983756, 1.953138], [1.661392, -1.626692, 0.471303], [-1.392929, 5.008717, 0.806994], [0.783664, 5.067043, 0.606506], [-3.418056, 0.259163, -5.181351], [0.772956, -4.857706, 2.119235], [-4.489586, -1.685534, 1.069553], [3.910132, -2.514886, 0.762322], [0.998984, 5.446335, 3.002362], [-1.972453, 0.612462, -1.985813], [-2.803117, 0.962082, 3.188175], [1.224767, 1.391572, 0.343273], [4.090603, -2.438954, 1.833295], [4.218966, 0.679059, 1.517973], [3.246266, -2.061241, 4.439654], [2.759269, 2.145675, -0.092730], [0.365848, 2.064941, 4.541973], [-3.826023, -1.000034, 0.551148], [-1.099296, 2.537324, 5.403544], [0.191823, -5.548546, 1.091334], [1.594356, -3.023337, 2.807210], [-2.089487, 0.932328, 4.015141], [2.222408, -0.824603, 1.546939], [3.351199, -1.185833, 3.781702], [-5.354903, -3.647126, 2.571014], [-1.553703, 6.320149, 1.564512], [-0.136024, 2.900915, 5.037438], [1.416119, -4.515084, -3.589016], [5.119590, -2.079893, 1.988636], [4.361776, -0.777765, 3.933011], [1.627730, 0.845554, -2.528744], [-2.075080, 4.804040, 5.151055], [-0.109580, 5.032070, -0.024910], [-0.233647, -0.802967, 0.145186], [1.578808, -0.225097, -3.503215], [-2.252305, 1.318399, -3.149109], [1.690821, 3.844041, 3.293654], [4.873727, -0.177009, 1.638518], [1.801287, 0.409686, -1.547299], [-1.786768, 2.642187, -3.356598], [-3.738195, -2.837967, 1.544168]],
  "forces_ev_per_angstrom": [[-0.0705, 0.0227, 0.0128], [0.0196, -0.0103, 0.0314], [0.0236, -0.0375, -0.0952], [-0.0285, -0.0106, -0.0529], [-0.0240, 0.0180, 0.0178], [-0.0156, 0.0184, -0.0037], [-0.0171, -0.0046, -0.0389], [0.0101, -0.0166, 0.0058], [0.0149, -0.0505, 0.0068], [-0.0526, 0.2778, 0.0155], [-0.1239, 0.0195, 0.0187], [0.0062, -0.0256, 0.0274], [0.0955, 0.0147, 0.0251], [0.0817, -0.0345, 0.0522], [-0.0111, -0.0151, 0.0115], [0.0317, 0.0356, 0.0324], [-0.0110, 0.0177, 0.0174], [-0.0305, -0.0738, -0.0023], [0.0465, -0.0443, 0.0165], [0.3439, 0.0515, 0.0347], [0.1068, 0.1060, -0.0987], [0.0017, -0.0003, -0.0137], [0.0180, -0.0312, -0.0525], [0.0594, 0.0358, -0.0006], [0.0387, -0.0051, -0.1029], [-0.0696, 0.0043, -0.0580], [0.0054, 0.0349, 0.0298], [-0.3443, 0.4393, 0.2136], [-0.0701, 0.1055, -0.0283], [0.0013, -0.0012, -0.0330], [-0.0123, 0.0241, -0.0059], [0.1020, 0.0101, -0.0304], [-0.0197, 0.0103, 0.0086], [0.0027, -0.0152, -0.0261], [-0.2785, 0.0936, 0.0842], [-0.2421, -0.1960, 0.1475], [-0.0811, -0.0254, -0.0636], [0.2961, 0.2888, -0.0215], [-0.0593, 0.0719, -0.0050], [0.0103, -0.0327, 0.0042], [-0.0497, 0.0151, 0.0569], [-0.0264, 0.0007, 0.0189], [-0.0011, 0.0029, 0.0868], [0.2958, 0.0601, -0.2527], [0.0473, 0.0091, 0.0110], [-0.0107, 0.0070, 0.0365], [0.0992, -0.0588, -0.0867], [-0.0460, -0.0316, 0.0532], [-0.0015, -0.0056, 0.0490], [0.0165, 0.0875, 0.0759], [0.0041, 0.0184, -0.0049], [-0.0006, -0.0049, 0.0120], [0.4127, -0.4879, 0.1997], [0.2612, -0.3116, 0.1691], [-0.0019, 0.0456, 0.0155], [-0.0884, -0.1706, -0.2765], [0.0086, 0.0579, 0.0019], [0.0056, -0.0045, 0.0045], [0.0134, 0.0060, 0.1486], [-0.0243, 0.0235, -0.0179], [-0.0303, 0.0313, -0.0856], [0.0123, -0.0134, 0.0165], [-0.0602, -0.0565, -0.0164], [0.0006, 0.3170, -0.2821], [0.0111, 0.0151, -0.0107], [0.1913, -0.0244, 0.1256], [-0.0031, -0.0056, 0.0066], [0.0028, 0.0368, 0.1062], [-0.0166, 0.0106, 0.0106], [-0.0150, -0.0521, 0.0007], [0.0436, -0.2120, -0.3946], [-0.0432, 0.1016, -0.0781], [0.1146, 0.0278, -0.0302], [-0.4494, 0.1685, 0.1887], [0.0679, -0.3008, -0.0173], [-0.1189, -0.0797, -0.1294], [-0.1858, -0.0878, -0.3455], [0.0654, -0.0978, -0.0046], [0.5065, -0.0996, 0.1445], [-0.0158, -0.2523, 0.4310], [0.0247, 0.0186, -0.0546], [-0.0010, -0.0168, 0.0694], [-0.0661, -0.1222, -0.1427], [0.0518, 0.1548, -0.0472], [0.0410, -0.0818, -0.0001], [0.0780, 0.0113, 0.0306], [-0.1211, 0.0384, 0.0763], [0.1380, 0.0672, -0.0195], [-0.0991, 0.1793, -0.0624], [-0.1582, 0.0165, 0.0691], [-0.1129, -0.1147, -0.0026], [0.0142, 0.0146, 0.0313], [-0.0155, -0.0064, -0.0077], [0.0526, -0.0202, 0.0552], [0.0623, 0.0082, -0.0023], [0.0275, -0.0028, 0.0453], [-0.0210, -0.0802, 0.1756], [0.0654, 0.0503, -0.0309], [-0.0409, -0.0486, 0.0270], [-0.1850, 0.3066, 0.4538], [-0.0840, -0.0981, -0.1607], [0.0319, -0.0310, 0.0654], [0.0572, -0.0977, -0.0668], [-0.0670, -0.0654, -0.1229], [-0.0015, 0.0036, 0.0028], [0.0029, -0.0176, -0.0047], [0.0144, -0.0024, -0.0223], [-0.1989, -0.0335, 0.0905], [0.0365, 0.0456, 0.0091], [-0.0806, -0.0700, 0.0797], [-0.5928, -0.3742, -0.5238], [0.0502, 0.0162, -0.0208], [0.1409, -0.0918, 0.1552], [0.0772, 0.0440, -0.0031], [0.0508, 0.0722, -0.0191], [0.0665, 0.0538, -0.0248], [0.1295, 0.2939, -0.0130], [-0.1140, 0.2258, -0.1017]],
  "lowdin_charge": [0.050, 0.085, -0.047, 0.040, 0.096, 0.080, 0.098, 0.098, -0.077, 0.542, 0.057, 0.079, -0.078, -0.137, 0.080, 0.087, 0.081, 0.035, 0.094, -0.317, -0.055, 0.048, 0.083, 0.086, 0.151, -0.054, 0.085, 1.567, -0.183, 0.097, 0.083, 0.040, 0.079, 0.063, 0.086, -0.189, 0.029, -0.688, 0.053, 0.102, 0.073, 0.104, 0.034, -0.294, 0.668, 0.084, -0.129, 0.142, 0.079, -0.111, 0.090, 0.096, -0.286, -0.235, 0.084, -0.278, 0.067, 0.103, 0.044, 0.084, -0.121, 0.079, 0.056, 0.602, 0.082, -0.184, 0.075, -0.049, 0.101, 0.089, -0.285, -0.053, -0.132, -0.138, -0.186, -0.149, -0.699, -0.042, -0.090, -0.689, 0.059, 0.124, -0.096, -0.035, 0.093, 0.054, -1.087, -0.152, -0.038, -0.097, -0.103, 0.082, 0.090, 0.040, 0.037, 0.058, -0.091, 0.086, 0.061, -0.764, -0.128, 0.091, -0.137, -0.144, 0.078, 0.071, 0.076, -0.048, 0.051, -0.158, 0.581, -0.108, -0.395, 0.058, 0.055, 0.051, -0.281, -0.151]
}